DFT (the ωB97M-V functional and the def2-TZVPD basis) results for C61H64GeMoN2O2P2S6Te as an isolated structure at a distorted geometry.

Geometry as XYZ:
```
140
Properties=species:S:1:pos:R:3:forces:R:3
Mo 0.433305 0.445960 0.107640 -0.019 1.308 -1.983
N -1.900351 -1.852776 1.364834 0.105 0.257 -0.387
P -0.518924 -2.719169 2.040793 0.035 -0.011 0.130
C -1.003488 -2.734322 3.814961 -0.130 -0.138 -0.109
C -2.171824 -3.352337 4.266048 0.078 -0.106 0.068
C -2.511167 -3.319090 5.607207 0.074 -0.011 -0.005
C -1.685224 -2.662279 6.516680 -0.008 -0.039 -0.069
C -0.523710 -2.049188 6.077377 -0.029 -0.016 0.000
C -0.183660 -2.088185 4.728737 0.156 0.076 0.050
C -0.996536 -4.436241 1.607714 0.000 0.065 -0.029
C -2.034136 -4.797611 0.755854 -0.021 -0.004 0.000
C -2.268476 -6.134398 0.453214 0.020 0.008 -0.007
C -1.462502 -7.124247 0.993571 -0.005 0.015 0.016
C -0.415893 -6.772443 1.837704 0.002 0.022 0.002
C -0.185441 -5.439824 2.138911 0.018 0.003 -0.013
P -1.731259 -0.118923 1.255677 -0.636 -0.571 0.567
C -2.073280 0.315402 3.005737 0.095 0.139 -0.024
C -1.427664 1.381787 3.622275 0.014 -0.055 0.001
C -1.728526 1.708692 4.939515 -0.052 -0.026 0.019
C -2.672966 0.977625 5.642957 0.014 0.022 -0.048
C -3.329503 -0.080064 5.024488 -0.031 0.064 -0.019
C -3.034947 -0.405459 3.712161 -0.067 0.082 -0.041
C -3.347771 0.346452 0.550709 0.094 0.085 0.044
C -4.441751 -0.506724 0.488686 -0.020 -0.025 -0.056
C -5.663156 -0.030366 0.030716 0.004 -0.010 0.004
C -5.801073 1.298383 -0.346316 0.026 -0.016 -0.014
C -4.708844 2.153618 -0.274524 -0.033 -0.001 0.014
C -3.486974 1.675007 0.169762 0.041 0.006 -0.023
H -1.978038 -2.157908 0.391062 0.029 -0.031 0.021
H -2.816261 -3.864703 3.560240 0.009 0.010 -0.021
H -3.418396 -3.802577 5.948100 0.000 -0.004 0.005
H -1.951851 -2.631337 7.565654 -0.002 -0.004 0.008
H 0.120598 -1.535730 6.779693 -0.002 0.005 0.001
H 0.719989 -1.593853 4.384103 -0.077 -0.023 -0.006
H -2.681459 -4.043574 0.323853 -0.025 -0.005 0.030
H -3.085492 -6.400921 -0.205992 0.001 0.007 0.002
H -1.649952 -8.164499 0.760937 0.018 0.000 -0.009
H 0.225819 -7.536516 2.257581 -0.016 -0.004 0.010
H 0.634997 -5.170601 2.798199 -0.019 -0.017 -0.024
H -0.698346 1.960373 3.072350 -0.049 -0.033 0.083
H -1.216259 2.534276 5.419033 0.015 0.003 -0.004
H -2.899789 1.228176 6.671773 -0.001 0.002 0.005
H -4.069235 -0.655025 5.567327 0.020 0.008 -0.004
H -3.541336 -1.234457 3.234469 0.002 0.043 0.002
H -4.339560 -1.542245 0.788738 0.004 0.003 0.025
H -6.513337 -0.698734 -0.025783 0.005 -0.003 0.000
H -6.758008 1.666035 -0.694332 0.003 0.001 -0.006
H -4.812096 3.191745 -0.566505 0.010 0.005 0.000
H -2.613230 2.317899 0.215627 -0.020 0.011 -0.014
O 0.248593 -2.997417 -0.974963 -0.167 -0.089 0.186
C 1.658945 -3.166513 -0.854503 -0.092 0.002 -0.040
C 2.349018 -2.768868 -2.142635 0.067 0.056 0.013
C 2.142004 -1.289262 -2.486482 -0.018 0.039 0.081
C 3.025843 -0.355387 -1.708678 0.005 -0.040 -0.078
C 4.358081 -0.244537 -2.098379 0.049 -0.018 0.005
C 5.228188 0.583527 -1.418725 -0.026 -0.024 -0.010
C 4.726694 1.327285 -0.364464 0.019 -0.005 0.004
C 3.391732 1.201409 -0.047755 -0.084 0.045 0.032
N 2.542838 0.367192 -0.679757 0.503 -0.156 -0.013
H -0.090944 -3.657174 -1.590987 0.031 0.069 -0.014
H 1.904464 -4.195296 -0.572377 0.004 -0.003 0.000
H 1.964818 -2.523206 -0.030576 -0.026 0.020 0.000
H 1.932540 -3.371850 -2.955443 0.059 -0.030 -0.019
H 3.416542 -2.999631 -2.077600 -0.003 -0.030 -0.007
H 1.094376 -1.018753 -2.334669 0.004 0.013 -0.022
H 2.379436 -1.137503 -3.540347 -0.080 0.013 0.025
H 4.692426 -0.823442 -2.949484 0.015 -0.012 0.015
H 6.267423 0.658044 -1.711581 -0.002 -0.015 0.002
H 5.346657 1.999369 0.213619 -0.011 0.030 -0.027
H 2.962164 1.804912 0.742925 0.011 -0.065 -0.003
C 0.036238 1.458768 -1.351112 0.070 -0.756 1.272
Ge 0.377310 2.843110 -2.660293 0.213 -0.059 -0.146
C 1.370153 2.032343 -4.156429 0.044 -0.036 -0.021
C 2.490508 2.646967 -4.718927 -0.055 -0.041 -0.022
C 3.168654 2.065081 -5.783697 -0.020 0.007 0.001
C 2.734691 0.856083 -6.308596 0.007 0.004 0.018
C 1.613946 0.237891 -5.770899 -0.025 0.015 -0.010
C 0.943183 0.822263 -4.705510 0.011 0.078 -0.016
C -1.231861 3.644772 -3.425739 -0.022 0.043 0.023
C -1.131172 4.355022 -4.623145 -0.056 -0.041 0.026
C -2.235408 5.003345 -5.159544 0.033 -0.014 -0.005
C -3.460081 4.942778 -4.507107 -0.002 0.002 -0.007
C -3.577898 4.226538 -3.324836 0.017 -0.020 0.005
C -2.467759 3.585102 -2.788047 -0.009 0.046 -0.050
C 1.513745 4.365562 -2.123680 -0.117 0.004 0.150
C 1.063544 5.683578 -2.219733 -0.017 -0.075 0.008
C 1.890532 6.749134 -1.887613 0.062 0.007 0.039
C 3.186006 6.514706 -1.440795 -0.073 0.029 -0.008
C 3.648195 5.211018 -1.334997 -0.039 -0.076 -0.032
C 2.818216 4.150468 -1.682331 0.044 -0.018 0.043
H 2.840488 3.594731 -4.327891 0.017 0.002 0.015
H 4.032719 2.561027 -6.208724 0.012 -0.007 0.017
H 3.266940 0.398191 -7.133005 -0.014 0.010 -0.014
H 1.263624 -0.702920 -6.178957 -0.002 -0.004 0.006
H 0.077639 0.319389 -4.289922 -0.001 -0.033 0.024
H -0.179898 4.396363 -5.144242 -0.007 0.024 -0.007
H -2.142146 5.554021 -6.087369 -0.001 -0.006 -0.002
H -4.321850 5.448220 -4.924702 -0.002 -0.009 -0.002
H -4.537057 4.161471 -2.825336 -0.002 -0.001 0.001
H -2.566390 3.009304 -1.877790 -0.012 -0.026 0.050
H 0.055523 5.882939 -2.565923 -0.009 0.002 0.009
H 1.525882 7.765353 -1.979704 -0.002 -0.007 -0.005
H 3.832038 7.345035 -1.184178 -0.003 -0.002 0.005
H 4.658271 5.017574 -0.994392 0.000 -0.005 0.004
H 3.203720 3.138247 -1.619742 -0.027 0.083 -0.014
O -0.276239 3.030366 1.391314 0.056 0.165 0.019
S -0.550650 4.386962 0.812222 -0.046 -0.194 -0.171
C 0.606162 5.518486 1.660031 0.008 0.058 -0.059
C -0.182070 6.368061 2.659086 0.005 -0.037 0.057
C -1.406091 5.544881 3.054903 0.020 0.013 -0.018
C -1.969467 5.046983 1.733191 0.024 0.011 0.052
H 1.139431 6.094380 0.905620 0.058 0.012 -0.011
H 1.299905 4.828746 2.143105 0.001 -0.006 -0.007
H -0.503484 7.298786 2.185328 -0.005 -0.002 0.009
H 0.431479 6.634306 3.520315 0.023 -0.002 -0.020
H -2.134778 6.122411 3.624665 -0.005 0.002 -0.024
H -1.106282 4.686838 3.661722 -0.013 0.006 0.010
H -2.384581 5.861700 1.133233 -0.024 -0.005 0.024
H -2.698471 4.240967 1.814519 0.000 -0.002 -0.030
C -3.959460 -2.330576 -3.005104 0.062 -0.049 -0.020
Te -2.165292 -1.211293 -2.644911 -0.103 -0.096 -0.051
C -2.669395 0.178421 -4.184720 -0.003 0.053 0.042
H -3.919381 -2.821485 -3.974442 -0.027 -0.006 0.016
H -4.802951 -1.644160 -2.961730 0.002 -0.015 0.020
H -4.071124 -3.079805 -2.221875 0.020 0.004 -0.020
H -3.750690 0.301850 -4.179725 0.012 0.025 0.018
H -2.336573 -0.197925 -5.148454 -0.016 0.016 -0.001
H -2.202197 1.136754 -3.974319 0.015 -0.004 -0.006
C 3.300192 2.208666 4.820255 0.038 -0.049 -0.024
S 4.316246 2.120979 3.325680 -0.110 0.019 -0.103
C 4.169393 0.422474 2.902157 0.254 0.097 0.142
C 3.053719 -0.236436 2.533876 -0.135 -0.035 -0.068
S 1.455463 0.448593 2.428046 0.071 -0.036 0.524
S 3.302955 -1.938492 2.199034 -0.117 0.044 -0.020
C 5.018942 -2.001361 2.410854 0.016 -0.051 -0.055
S 5.906794 -3.359412 2.161988 0.009 0.013 -0.002
S 5.662849 -0.487587 2.922419 0.018 -0.003 0.065
H 3.363878 3.241918 5.158260 -0.026 0.005 0.035
H 3.700736 1.549243 5.587282 -0.001 0.015 0.004
H 2.268243 1.949959 4.590025 0.020 0.022 -0.004
```
Forces are in eV/Å.

Properties
- <S²>: 2.146
- HOMO energy (alpha / beta): -6.65 / -7.20 eV
- Gap between HOMO and LUMO (alpha / beta): 6.950 / 7.501 eV
- Total energy: -220623.482 eV
- Spin multiplicity: 3
- Molecular weight: 1407.70 g/mol
- Energy relative to the best compared isomer or geometry (same formula, charge and spin): 0.00 kJ/mol